DFT (ωB97M-V/def2-TZVPD) results for the molecule C18H19N5O4.

Structure (XYZ):
```
46
Properties=species:S:1:pos:R:3:lowdin_charge:R:1
C -2.53475 -2.41868 -2.60801 -0.0706
O -2.36200 -1.47606 -1.57638 -0.0662
C -2.79844 -1.79477 -0.33100 -0.2055
C -3.29838 -3.03112 0.06017 -0.0098
C -3.68105 -3.24261 1.37449 -0.0778
C -3.57549 -2.23682 2.31619 -0.0809
C -3.09319 -0.99485 1.93704 0.0034
C -2.71341 -0.77747 0.62894 -0.1359
N -2.22473 0.50243 0.21114 0.1211
C -3.05944 1.23500 -0.61622 -0.4553
O -4.17601 0.88069 -0.89769 0.1265
N -2.52976 2.41756 -1.07647 0.2132
C -1.27803 2.94798 -0.81067 -0.4356
O -0.94214 4.00917 -1.29350 0.0700
C -0.46183 2.12983 0.06762 -0.0492
C 0.81500 2.56401 0.36448 -0.0029
N 1.63386 1.92928 1.17694 0.0367
C 3.02100 2.24555 1.37080 -0.1750
C 3.92641 1.34302 0.52395 -0.1475
C 3.82181 -0.13139 0.93679 -0.1450
N 4.67321 -0.95265 0.12215 -0.1062
C 6.02221 -1.12491 0.26834 -0.0825
C 6.41539 -1.92233 -0.76636 -0.1605
N 5.34564 -2.23560 -1.54243 0.0512
C 4.32571 -1.64176 -0.99143 -0.1826
C -0.94566 0.86595 0.58027 -0.3423
O -0.27799 0.12646 1.30067 0.0664
H -3.58898 -2.68150 -2.73328 0.1012
H -1.94750 -3.32453 -2.42595 0.0963
H -2.17445 -1.93214 -3.51294 0.0955
H -3.38871 -3.83574 -0.65198 0.1045
H -4.06484 -4.21077 1.65958 0.1050
H -3.87274 -2.41128 3.33823 0.1012
H -3.00898 -0.19056 2.65148 0.1253
H -3.13292 2.96053 -1.68404 0.1714
H 1.14966 3.49167 -0.08789 0.1499
H 1.25079 1.05242 1.54869 0.1151
H 3.18757 3.28946 1.09248 0.1258
H 3.26400 2.12046 2.43012 0.1270
H 3.64982 1.43986 -0.52808 0.1235
H 4.96033 1.67511 0.63291 0.1165
H 4.11454 -0.24502 1.98572 0.1345
H 2.79424 -0.48614 0.81949 0.1250
H 6.56676 -0.68698 1.07964 0.1108
H 7.39355 -2.29083 -1.00061 0.0910
H 3.31776 -1.68845 -1.35349 0.1238
```

Calculated values
**Electronic energy**: -1272.13342 hartree
**LUMO**: 0.3 eV
**Total charge**: 0
**2S+1**: 1
**Relative energy (zero: lowest compared OMol25 entry of this formula, charge and spin)**: 0.0 kJ/mol
**SMILES**: COc1ccccc1N1C(=O)NC(=O)/C(=C/NCCCn2ccnc2)C1=O